No. 1
{"formula": "C2H6N2S3", "method": "ωB97M-V/def2-TZVPD", "homo_energy_ev": [-7.47, -7.35], "energy_ev": -37652.604, "homo_lumo_gap_ha": [0.165, 0.156], "e_above_lowest_kcal_mol": 91.66, "elements": ["C", "C", "N", "N", "S", "S", "S", "H", "H", "H", "H", "H", "H"], "coordinates": [[-0.289, -0.794, 1.338], [0.381, 1.411, -2.369], [-0.149, 0.448, 1.858], [0.349, -1.179, 0.287], [-1.352, -1.908, 2.207], [0.439, -2.336, -0.779], [0.893, 2.039, -0.719], [0.690, 0.425, -2.394], [0.989, 1.973, -2.970], [-0.682, 1.255, -2.374], [0.393, 1.146, 1.327], [-0.694, 0.548, 2.797], [-0.968, -3.030, 1.792]], "nbo_charge": [0.301, -0.731, -0.777, -0.578, 0.058, 0.323, -0.263, 0.213, 0.231, 0.222, 0.452, 0.415, 0.134]}

=====

No. 2
{"formula": "C11H17BHfN6O3S", "method": "ωB97M-V/def2-TZVPD", "homo_energy_ev": -16.00, "energy_ev": -39571.937, "homo_lumo_gap_ha": 0.315, "total_charge": 2, "e_above_lowest_kcal_mol": 21.13, "elements": ["H", "N", "B", "N", "C", "Hf", "H", "C", "H", "C", "H", "C", "H", "H", "H", "N", "N", "N", "N", "C", "C", "H", "H", "C", "C", "C", "C", "H", "H", "H", "H", "H", "C", "S", "O", "O", "O", "H", "H", "H"], "coordinates": [[-0.225, 3.039, 1.660], [-0.230, 1.792, -0.083], [0.650, 0.653, -2.253], [0.444, 1.903, -1.324], [1.015, 3.103, -1.389], [-0.727, -0.643, 0.655], [1.582, 3.391, -2.269], [0.759, 3.814, -0.205], [1.096, 4.813, 0.031], [0.040, 2.983, 0.616], [1.082, 0.942, -3.327], [-0.798, -2.674, 1.204], [-1.273, -2.810, 2.190], [0.161, -3.220, 1.216], [-1.416, -3.192, 0.449], [-0.760, -0.023, -2.354], [1.598, -0.389, -1.571], [-1.426, -0.477, -1.201], [1.228, -0.889, -0.328], [-1.551, -0.178, -3.411], [2.754, -0.958, -1.954], [-1.189, 0.099, -4.391], [3.219, -0.690, -2.893], [-2.760, -0.737, -3.001], [3.162, -1.852, -0.959], [-2.661, -0.932, -1.633], [2.196, -1.774, 0.046], [-3.595, -0.984, -3.628], [4.031, -2.478, -0.953], [-3.360, -1.363, -0.930], [2.118, -2.327, 0.970], [-1.242, 1.825, -0.279], [-0.671, -0.416, 4.721], [-0.304, 0.490, 3.211], [-1.559, 0.416, 2.312], [0.113, 1.826, 3.551], [0.688, -0.334, 2.426], [-1.481, 0.103, 5.253], [0.258, -0.397, 5.311], [-0.966, -1.454, 4.515]], "nbo_charge": [0.293, -0.474, 0.528, -0.286, 0.183, 2.463, 0.277, -0.287, 0.291, 0.090, 0.020, -1.316, 0.274, 0.286, 0.264, -0.286, -0.319, -0.625, -0.510, 0.108, 0.066, 0.269, 0.257, -0.293, -0.309, 0.042, 0.055, 0.281, 0.272, 0.256, 0.251, 0.439, -0.862, 2.342, -1.031, -0.876, -0.972, 0.284, 0.288, 0.264]}

=====

No. 3
{"formula": "C45H57B2BrN3O8S2Si", "method": "ωB97M-V/def2-TZVPD", "homo_energy_ev": -10.94, "energy_ev": -169371.999, "homo_lumo_gap_ha": 0.287, "total_charge": 1, "elements": ["C", "C", "C", "C", "C", "Br", "C", "C", "C", "C", "C", "O", "Si", "C", "C", "C", "O", "C", "C", "C", "C", "S", "B", "N", "O", "N", "S", "B", "N", "O", "H", "H", "H", "H", "H", "H", "H", "H", "H", "H", "H", "H", "H", "H", "H", "H", "H", "H", "H", "H", "H", "H", "H", "H", "H", "H", "H", "H", "H", "H", "H", "H", "H", "H", "H", "H", "H", "H", "H", "H", "H", "C", "C", "C", "C", "C", "C", "C", "O", "C", "C", "C", "C", "C", "C", "C", "O", "H", "H", "H", "H", "H", "H", "H", "H", "C", "C", "C", "C", "C", "C", "C", "O", "C", "C", "C", "C", "C", "C", "C", "O", "H", "H", "H", "H", "H", "H", "H", "H"], "coordinates": [[4.631, -1.929, 1.631], [2.952, -2.028, 1.747], [2.837, -0.689, 2.621], [1.503, 0.053, 3.062], [1.884, 1.651, 3.383], [0.258, 2.833, 3.509], [2.502, -2.144, 0.125], [3.627, -2.620, -0.968], [3.243, -3.097, -2.440], [1.876, -3.877, -2.775], [1.505, -3.555, -4.377], [1.328, -4.854, -5.105], [1.318, -0.732, -0.557], [1.125, -0.594, -2.457], [1.969, 1.068, -0.101], [-0.543, -0.998, 0.029], [1.852, -3.491, 0.339], [2.361, -4.385, 1.390], [3.526, -5.494, 1.103], [3.369, -6.380, -0.261], [4.796, -6.357, -1.133], [4.708, -7.690, -2.493], [1.053, -5.421, 1.571], [-0.259, -5.033, 0.854], [1.068, -6.663, 2.364], [2.600, -3.337, 2.502], [3.852, -3.958, 3.620], [1.431, -3.422, 3.442], [0.060, -2.744, 3.336], [1.543, -4.208, 4.728], [5.137, -1.602, 2.650], [4.918, -1.035, 0.891], [5.145, -2.922, 1.329], [3.379, -0.929, 3.665], [3.557, 0.130, 2.130], [0.550, -0.009, 2.402], [1.169, -0.368, 4.131], [2.729, 2.067, 2.689], [2.346, 1.622, 4.484], [4.353, -3.487, -0.580], [4.353, -1.679, -1.107], [3.314, -2.155, -3.172], [4.122, -3.798, -2.855], [0.942, -3.634, -2.114], [2.121, -5.046, -2.798], [2.363, -2.995, -4.941], [0.455, -3.017, -4.429], [0.582, -5.341, -4.607], [0.476, -1.484, -2.848], [0.441, 0.372, -2.633], [2.098, -0.373, -3.065], [3.090, 1.074, 0.229], [1.900, 1.815, -1.026], [1.210, 1.477, 0.689], [-1.307, -0.900, -0.885], [-0.697, -2.121, 0.401], [-0.896, -0.196, 0.801], [3.618, -6.299, 1.983], [4.617, -5.011, 1.046], [3.231, -7.528, 0.038], [2.471, -6.118, -0.952], [5.044, -5.303, -1.576], [5.634, -6.627, -0.336], [3.520, -7.361, -3.216], [-0.204, -5.541, -0.080], [-1.086, -5.458, 1.327], [0.081, -6.877, 2.510], [4.093, -2.964, 4.600], [0.089, -2.253, 2.419], [-0.652, -3.506, 3.367], [1.198, -3.659, 5.494], [-0.998, -0.839, -6.993], [-1.857, -0.830, -8.092], [-2.386, 0.376, -8.555], [-2.064, 1.576, -7.910], [-1.225, 1.565, -6.796], [-0.681, 0.355, -6.344], [-0.919, 2.818, -6.078], [-0.179, 2.809, -5.101], [-1.524, 4.081, -6.547], [-1.289, 5.268, -5.840], [-1.847, 6.468, -6.285], [-2.631, 6.489, -7.438], [-2.871, 5.308, -8.140], [-2.325, 4.099, -7.688], [-2.614, 2.849, -8.418], [-3.307, 2.866, -9.428], [-0.578, -1.777, -6.638], [-2.113, -1.762, -8.591], [-3.051, 0.376, -9.417], [-0.014, 0.340, -5.483], [-0.675, 5.261, -4.941], [-1.667, 7.388, -5.732], [-3.059, 7.426, -7.788], [-3.488, 5.331, -9.037], [-2.158, 6.062, 3.381], [-2.306, 7.358, 3.873], [-3.127, 7.596, 4.977], [-3.811, 6.536, 5.584], [-3.683, 5.244, 5.076], [-2.845, 5.004, 3.979], [-4.439, 4.126, 5.676], [-4.323, 2.990, 5.233], [-5.342, 4.398, 6.812], [-6.108, 3.358, 7.354], [-6.955, 3.604, 8.437], [-7.031, 4.884, 8.987], [-6.273, 5.923, 8.446], [-5.434, 5.681, 7.350], [-4.663, 6.794, 6.762], [-4.733, 7.920, 7.241], [-1.512, 5.875, 2.526], [-1.781, 8.185, 3.400], [-3.234, 8.610, 5.360], [-2.729, 3.996, 3.585], [-6.052, 2.356, 6.933], [-7.553, 2.796, 8.853], [-7.685, 5.074, 9.835], [-6.341, 6.920, 8.877]], "mulliken_charge": [-1.414, 0.497, -1.114, -0.228, -0.704, -0.149, 0.858, -0.122, -1.177, 0.645, -0.370, -0.590, 0.051, -0.882, -0.610, -1.017, -0.155, -0.226, -1.274, -0.361, -0.524, -0.215, 0.742, -0.604, -0.709, 0.871, -0.179, 0.260, -0.401, -0.656, 0.385, 0.378, 0.260, 0.262, 0.429, -0.054, 0.351, 0.374, 0.434, -0.178, 0.295, 0.480, 0.412, -0.016, 0.041, 0.288, 0.161, 0.316, -0.006, 0.345, 0.297, 0.231, 0.444, 0.045, 0.477, 0.224, 0.407, 0.512, 0.363, 0.374, 0.159, 0.144, 0.430, 0.153, 0.207, 0.259, 0.297, 0.227, -0.042, 0.294, 0.328, -0.244, -0.652, -0.575, 0.388, 0.147, -0.720, 0.556, -0.703, 0.186, -0.511, -0.476, -0.461, -0.562, 0.165, 0.598, -0.667, 0.384, 0.396, 0.461, 0.609, 0.438, 0.395, 0.397, 0.458, -0.488, -0.525, -0.591, 0.290, 0.235, -0.777, 0.566, -0.697, 0.242, -0.552, -0.462, -0.460, -0.557, 0.198, 0.602, -0.666, 0.429, 0.394, 0.464, 0.630, 0.439, 0.391, 0.398, 0.457]}

=====

No. 4
{"formula": "C3H9ClNO2PS", "method": "ωB97M-V/def2-TZVPD", "homo_energy_ev": -9.32, "energy_ev": -41486.087, "homo_lumo_gap_ha": 0.327, "smiles": "CN[C@@](C)(P)S(=O)(=O)Cl", "e_above_lowest_kcal_mol": 49.40, "elements": ["C", "N", "C", "C", "P", "S", "O", "O", "Cl", "H", "H", "H", "H", "H", "H", "H", "H", "H"], "coordinates": [[0.800, 1.313, 1.429], [0.774, -0.039, 1.038], [0.241, -0.478, -0.284], [0.520, 0.376, -1.467], [0.157, -2.338, -0.299], [-1.715, -0.119, 0.156], [-1.891, 0.026, 1.552], [-2.441, -1.175, -0.439], [-2.421, 1.640, -0.760], [1.639, 1.705, 0.967], [-0.077, 1.863, 1.160], [0.908, 1.351, 2.518], [0.439, -0.746, 1.666], [-0.189, 0.086, -2.227], [0.136, 1.365, -1.114], [1.579, 0.567, -1.797], [0.019, -2.519, -1.667], [1.522, -2.879, -0.432]], "nbo_charge": [-0.413, -0.624, -0.169, -0.698, 0.332, 1.968, -0.913, -0.929, -0.277, 0.195, 0.186, 0.225, 0.386, 0.244, 0.236, 0.253, -0.006, 0.005]}

=====

No. 5
{"formula": "C10H21BrF6N2O5P2", "method": "ωB97M-V/def2-TZVPD", "homo_energy_ev": -7.46, "energy_ev": -128850.579, "homo_lumo_gap_ha": 0.277, "smiles": "NC[PH2](CN)P(O)Br.CCOC(=O)C(F)(F)F.CCOC(=O)C(F)(F)F", "elements": ["N", "C", "P", "C", "N", "P", "O", "Br", "H", "H", "H", "H", "H", "H", "H", "H", "H", "H", "H", "C", "C", "O", "C", "O", "C", "F", "F", "F", "H", "H", "H", "H", "H", "C", "C", "O", "C", "O", "C", "F", "F", "F", "H", "H", "H", "H", "H"], "coordinates": [[1.598, 1.260, 3.096], [0.767, 0.429, 4.051], [-0.097, -1.080, 3.255], [-1.618, -0.029, 2.666], [-2.952, -0.640, 3.040], [1.496, -2.471, 3.783], [2.584, -2.797, 2.463], [0.462, -4.489, 4.188], [2.599, 0.952, 3.083], [1.196, 1.298, 2.133], [-0.020, 1.150, 4.568], [1.505, 0.098, 4.927], [-0.990, -1.868, 4.099], [0.145, -1.366, 1.845], [-1.590, 1.074, 3.057], [-1.588, 0.030, 1.481], [-2.984, -0.965, 4.036], [-3.266, -1.374, 2.369], [3.211, -2.029, 2.308], [3.152, 4.362, -3.040], [2.111, 4.961, -2.113], [1.019, 4.049, -1.919], [1.225, 3.046, -1.005], [2.271, 2.900, -0.377], [-0.022, 2.181, -0.865], [-0.568, 1.839, -2.068], [-1.010, 2.815, -0.168], [0.210, 1.007, -0.211], [2.692, 4.053, -3.985], [3.945, 5.085, -3.251], [3.606, 3.469, -2.601], [1.692, 5.865, -2.569], [2.547, 5.259, -1.152], [0.011, -1.935, -1.551], [-1.176, -1.378, -2.314], [-1.743, -2.380, -3.172], [-2.580, -3.286, -2.571], [-2.847, -3.278, -1.373], [-3.144, -4.261, -3.599], [-2.191, -4.745, -4.448], [-4.095, -3.681, -4.388], [-3.734, -5.353, -3.034], [0.748, -2.358, -2.242], [0.492, -1.153, -0.956], [-0.293, -2.742, -0.878], [-0.843, -0.558, -2.960], [-1.935, -0.967, -1.639]], "nbo_charge": [-0.852, -0.516, 0.680, -0.566, -0.869, 0.622, -0.995, -0.244, 0.370, 0.373, 0.233, 0.241, -0.036, -0.073, 0.193, 0.201, 0.363, 0.375, 0.497, -0.639, -0.079, -0.477, 0.684, -0.529, 0.902, -0.309, -0.302, -0.316, 0.217, 0.226, 0.223, 0.202, 0.201, -0.645, -0.078, -0.481, 0.685, -0.528, 0.900, -0.309, -0.309, -0.303, 0.216, 0.225, 0.226, 0.200, 0.198]}